ORCA calculation (ωB97M-V/def2-TZVPD) on a molecular structure, C20H17BrN4O3Pd.

Geometry as XYZ:
```
46
Properties=species:S:1:pos:R:3
Pd 0.147 0.617 0.431
Br -6.316 0.176 4.062
C -4.525 0.297 3.447
C -3.472 0.359 4.383
C -2.181 0.445 3.960
C -1.833 0.476 2.574
O -0.591 0.565 2.286
C -2.919 0.410 1.638
C -2.772 0.417 0.227
N -1.657 0.484 -0.429
C -1.589 0.456 -1.840
C -2.640 0.316 -2.711
C -2.425 0.308 -4.104
C -1.171 0.438 -4.628
C -0.062 0.579 -3.762
C 1.270 0.725 -4.216
C 2.281 0.867 -3.314
C 1.983 0.853 -1.938
N 0.761 0.706 -1.489
C -0.278 0.581 -2.375
C -4.255 0.322 2.118
H -3.697 0.339 5.441
H -1.363 0.497 4.665
H -3.702 0.359 -0.335
H -3.651 0.210 -2.345
H -3.275 0.197 -4.763
H -1.010 0.433 -5.698
H 1.469 0.727 -5.280
H 3.307 0.990 -3.630
H 2.757 0.967 -1.189
H -5.065 0.275 1.400
C 3.772 -2.301 0.497
C 2.616 -1.459 0.963
N 1.416 -1.903 0.989
O 1.355 -3.217 0.490
C 2.874 -0.077 1.386
C 4.166 0.323 2.024
N 1.980 0.859 1.200
O 2.237 2.062 1.519
H 3.511 -2.796 -0.438
H 3.990 -3.089 1.221
H 4.665 -1.698 0.351
H 0.428 -3.438 0.621
H 4.775 -0.543 2.275
H 3.948 0.888 2.932
H 4.739 0.999 1.383
```

As for the spin multiplicity: 1. The calculation puts the orbital gap at 6.2 eV. As for the net charge: 0.